[1]
Here is 2 unconnected molecules or ions with the total composition C9H14O in a non-equilibrium geometry from the OMol25 dataset. Energies are from the ωB97M-V functional and the def2-TZVPD basis.

Geometry (Å):
1 C 0.1428 -1.2863 -2.2269
2 C -1.1888 -1.7934 -1.6283
3 H 0.8059 -1.1446 -1.3662
4 H 0.6205 -2.1392 -2.7042
5 H 0.1204 -0.3260 -2.7227
6 H -1.2143 -1.6530 -0.5387
7 H -1.0506 -2.8768 -1.5694
8 H -2.1705 -1.6151 -2.0587
9 C -2.2012 0.8484 1.0806
10 C 0.0832 0.0616 1.9264
11 C -0.6905 0.8124 1.0588
12 C 1.4518 -0.0686 1.6580
13 C 1.9927 0.6811 0.6249
14 C -0.0954 1.7042 0.1535
15 C 1.2689 1.6466 -0.0782
16 O 3.3188 0.6447 0.2608
17 H -0.4501 -0.4344 2.7280
18 H 2.1719 -0.5516 2.2992
19 H -2.6789 -0.1241 0.8871
20 H -2.5553 1.6113 0.4034
21 H -0.6696 2.4559 -0.3743
22 H 3.8103 0.0454 0.8297
23 H 1.7865 2.3506 -0.7086
24 H -2.6085 1.1508 2.0656

Summary:
HOMO	-8.3	eV
SMILES string	Cc1ccc(O)cc1.CC
energy above the lowest of the compared OMol25 structures with the same formula, charge and spin	81.6	kJ/mol
max |F|	0.0373	hartree/bohr

Atomic partial charges in e from the natural (NBO) method, atoms 1 to 4:
1 C -0.6215
2 C -0.6256
3 H 0.2109
4 H 0.2074

=====

[2]
Here is a molecular structure, C4H5NO in a non-equilibrium geometry from the OMol25 dataset. Energies are from the ωB97M-V functional and the def2-TZVPD basis.

Geometry (Å):
1 C 0.9057 -0.8869 0.1329
2 C 0.6695 0.4996 -0.5316
3 C -0.3952 -0.5392 -0.4792
4 C -0.2718 1.2935 0.2990
5 N -1.1603 0.3145 0.4511
6 O -2.1461 -0.1431 1.1366
7 H 1.4679 -1.5640 -0.4909
8 H 0.7820 -1.0071 1.2187
9 H 1.3567 0.8792 -1.3019
10 H -0.8178 -1.1225 -1.1710
11 H -0.3906 2.2761 0.7362

Summary:
HOMO	-8.4	eV
energy above the lowest of the compared OMol25 structures with the same formula, charge and spin	487.7	kJ/mol
max |F|	0.0711	hartree/bohr

Atomic partial charges in e from the natural (NBO) method, atoms 1 to 4:
1 C -0.3847
2 C -0.2827
3 C -0.0816
4 C -0.0336

=====

Repeat the second record exactly.
Here is a molecular structure, C4H5NO in a non-equilibrium geometry from the OMol25 dataset. Energies are from the ωB97M-V functional and the def2-TZVPD basis.

Geometry (Å):
1 C 0.9057 -0.8869 0.1329
2 C 0.6695 0.4996 -0.5316
3 C -0.3952 -0.5392 -0.4792
4 C -0.2718 1.2935 0.2990
5 N -1.1603 0.3145 0.4511
6 O -2.1461 -0.1431 1.1366
7 H 1.4679 -1.5640 -0.4909
8 H 0.7820 -1.0071 1.2187
9 H 1.3567 0.8792 -1.3019
10 H -0.8178 -1.1225 -1.1710
11 H -0.3906 2.2761 0.7362

Summary:
HOMO	-8.4	eV
energy above the lowest of the compared OMol25 structures with the same formula, charge and spin	487.7	kJ/mol
max |F|	0.0711	hartree/bohr

Atomic partial charges in e from the natural (NBO) method, atoms 1 to 4:
1 C -0.3847
2 C -0.2827
3 C -0.0816
4 C -0.0336